The following is a DFT calculation (wB97M-V/def2-TZVPD) of a 14-piece molecular cluster, H28O14 overall.

Summary:
Kohn-Sham gap = 9.874 eV
energy above the lowest of the compared OMol25 structures with the same formula, charge and spin = 140.5 kcal/mol
LUMO level = -0.6213 eV

Last column: Löwdin charge in e.
Positions of all 42 atoms, in Å:
H (-0.278, -0.414, 0.178)  0.06
H (0.454, 1.006, 0.206)  0.01
H (-2.111, 0.984, -0.780)  0.05
H (-1.076, 0.420, -1.842)  0.01
H (-2.307, 2.962, 1.152)  -0.01
H (-1.620, 4.442, 1.077)  0.10
H (-2.451, -2.910, 2.735)  0.05
H (-3.255, -3.995, 3.556)  0.03
H (2.561, -0.632, -2.824)  0.07
H (1.867, -1.127, -1.714)  0.00
H (2.961, 5.422, -1.945)  0.00
H (2.952, 4.467, -0.894)  0.05
H (-0.631, -0.029, 3.461)  -0.01
H (0.034, -0.617, 4.670)  0.05
H (-1.628, -2.652, -2.173)  -0.02
H (-0.610, -2.543, -3.274)  0.05
H (-0.983, 3.924, -1.509)  0.02
H (0.523, 4.143, -1.449)  0.03
H (1.308, 2.062, 3.083)  0.03
H (1.318, 1.806, 1.537)  0.03
H (-1.625, -0.303, 1.353)  0.08
H (-1.953, 1.330, 1.344)  0.11
H (3.504, -2.789, 2.042)  0.07
H (3.362, -3.908, 3.034)  0.03
H (1.457, -4.453, -2.488)  0.07
H (1.271, -3.479, -1.416)  -0.06
H (-2.453, -2.344, -3.730)  0.03
H (-1.783, -0.968, -3.884)  0.02
O (0.429, 0.149, 0.619)  -0.10
O (-1.335, 1.206, -1.380)  -0.09
O (-2.223, 3.799, 1.618)  -0.08
O (-2.712, -3.208, 3.647)  -0.08
O (2.349, -0.302, -1.893)  -0.08
O (3.511, 5.217, -1.213)  -0.05
O (-0.178, -0.803, 3.745)  -0.04
O (-0.791, -2.889, -2.398)  0.01
O (-0.169, 3.632, -1.926)  -0.06
O (0.830, 2.201, 2.278)  -0.05
O (-1.809, 0.475, 0.779)  -0.13
O (4.004, -3.601, 2.378)  -0.09
O (1.816, -4.197, -1.580)  -0.05
O (-2.531, -1.482, -4.180)  -0.04

=====

The following is a DFT calculation (wB97M-V/def2-TZVPD) of a 14-piece molecular cluster, H29O14 overall.

Summary:
Kohn-Sham gap = 11.187 eV
total charge = +1
energy above the lowest of the compared OMol25 structures with the same formula, charge and spin = 58.4 kcal/mol
LUMO level = -2.8131 eV

Last column: Löwdin charge in e.
Positions of all 43 atoms, in Å:
O (2.766, 0.316, -2.225)  -0.10
H (2.494, -4.135, 1.214)  0.04
O (-3.076, -1.567, 1.729)  -0.02
H (-2.176, -0.254, -3.850)  0.05
H (0.523, 0.389, 2.559)  0.10
O (0.424, 4.327, -1.147)  -0.07
H (-2.825, 1.459, 1.352)  0.01
H (0.820, 3.633, -1.669)  0.00
O (-2.148, -0.543, -2.944)  -0.06
H (-0.519, -4.193, -0.708)  0.04
H (-2.650, 0.082, -2.381)  0.01
O (1.735, 2.155, -0.541)  -0.08
H (1.826, 1.348, -1.101)  0.02
H (2.562, 2.638, -0.645)  0.07
O (3.034, -0.903, 2.054)  0.02
H (1.638, 1.267, 1.967)  0.12
H (-3.998, 2.308, 1.037)  0.04
O (-0.261, 2.373, 1.528)  -0.05
H (0.017, 2.318, 0.598)  0.01
H (-2.911, -2.347, 2.253)  0.07
O (3.183, -3.667, 1.683)  -0.03
H (4.004, -4.003, 1.292)  0.08
H (2.042, -0.055, 2.695)  0.10
O (-0.027, -5.012, -0.540)  -0.03
H (1.942, -0.197, -2.510)  0.00
H (2.813, 0.790, -3.065)  0.06
O (0.600, -0.803, -3.120)  -0.04
H (-3.897, 1.106, -1.208)  0.05
H (0.181, 5.039, -1.765)  0.06
O (-3.789, 1.424, 1.334)  -0.05
H (2.635, -1.062, 1.189)  0.09
H (-0.580, 0.070, 0.575)  0.03
O (-0.653, -0.579, 1.277)  -0.06
H (0.847, -4.717, -0.648)  -0.01
H (-1.577, -0.907, 1.368)  0.00
O (-3.091, 1.572, -1.407)  -0.03
H (-3.961, -1.279, 1.499)  0.07
H (-3.132, 2.149, -2.157)  0.06
O (1.388, 0.800, 2.800)  0.18
H (0.667, -1.599, -3.634)  0.07
H (3.031, -1.811, 2.414)  0.07
H (-0.260, -0.882, -2.658)  0.04
H (-0.651, 3.246, 1.558)  0.06

=====

The following is a DFT calculation (wB97M-V/def2-TZVPD) of a 15-piece molecular cluster, H29O15 overall.

Summary:
Kohn-Sham gap = 8.730 eV
total charge = -1
energy above the lowest of the compared OMol25 structures with the same formula, charge and spin = 92.7 kcal/mol
LUMO level = 2.1794 eV

Last column: Löwdin charge in e.
Positions of all 44 atoms, in Å:
O (-0.354, -2.433, -4.284)  -0.09
H (-0.117, -1.485, -4.536)  0.07
H (-2.408, 1.641, -0.687)  0.02
O (0.718, 2.713, 4.353)  -0.12
H (0.322, 2.948, 3.509)  0.00
H (0.006, 2.005, 4.720)  0.11
O (-2.418, 1.794, 0.265)  -0.06
H (2.530, 2.325, -3.534)  0.05
H (-1.245, 0.775, -1.256)  -0.17
O (-0.828, -0.183, 3.385)  0.01
H (-0.492, -0.297, 2.519)  -0.02
H (-1.685, -0.393, 3.479)  -0.02
O (0.759, 3.852, -0.921)  -0.10
H (0.265, 3.577, -0.137)  0.02
H (-3.205, -1.059, -0.391)  -0.07
O (-1.432, -0.801, 0.949)  -0.08
H (0.755, -1.893, -1.103)  -0.06
H (-1.247, -1.698, 1.008)  0.03
O (3.230, 1.710, -3.842)  -0.08
H (1.118, 2.928, -1.190)  0.07
H (2.766, 1.319, -4.626)  0.06
O (1.265, -0.186, 1.326)  0.00
H (0.983, -1.051, 1.221)  0.00
H (-0.576, -2.355, -3.387)  -0.05
O (4.740, -1.275, -0.376)  -0.02
H (3.926, -1.667, -0.261)  -0.03
H (5.390, -1.611, 0.253)  0.04
O (0.239, -1.814, -1.850)  -0.16
H (-0.582, -1.113, -1.660)  -0.03
O (1.594, -0.926, 4.293)  -0.12
H (0.721, -0.609, 4.112)  -0.06
H (2.039, -0.889, 3.323)  0.09
O (2.897, -1.270, -4.098)  -0.01
H (2.072, -1.574, -4.179)  -0.07
H (2.850, -0.416, -3.644)  0.01
O (-4.038, -1.373, -0.251)  0.01
H (-4.785, -0.895, -0.540)  0.03
H (1.243, 0.045, 0.416)  0.04
O (-1.333, 0.008, -1.669)  -0.28
H (-1.839, -0.752, 0.008)  0.04
H (-1.642, 1.451, 0.736)  0.03
O (-4.196, 0.341, 3.268)  -0.02
H (-4.363, 0.827, 2.439)  0.05
H (-3.642, -0.241, 2.842)  -0.04

=====

Number 1: maximum force 0.091 Eh/bohr. Number 2: maximum force 0.041 Eh/bohr. Number 3: maximum force 0.118 Eh/bohr.